Entry 1:
{
  "formula": "C32H30F3NO4PTi",
  "method": "wB97M-V/def2-TZVPD",
  "symbols": ["Ti", "C", "C", "C", "C", "C", "C", "H", "H", "H", "H", "H", "H", "C", "P", "C", "C", "O", "H", "H", "H", "H", "H", "H", "H", "H", "H", "F", "C", "F", "F", "C", "O", "O", "O", "C", "C", "C", "C", "C", "C", "C", "C", "H", "H", "H", "H", "H", "N", "C", "C", "C", "C", "C", "C", "C", "C", "C", "C", "C", "C", "C", "H", "H", "H", "H", "H", "H", "H", "H", "H", "H"],
  "xyz": [[0.862404, -0.542290, -1.075814], [-2.887422, -1.884134, 0.052668], [-2.105546, -3.030405, 0.125023], [-1.542228, -3.567489, -1.025042], [-1.778052, -2.966453, -2.254797], [-2.560130, -1.819951, -2.329966], [-3.110720, -1.274245, -1.177002], [-3.290076, -1.444569, 0.957341], [-1.900718, -3.482684, 1.087903], [-0.889103, -4.428179, -0.956152], [-1.318094, -3.363115, -3.150214], [-2.709337, -1.338691, -3.288245], [-3.693341, -0.362125, -1.227530], [2.587873, 0.697898, 2.598179], [2.497406, 1.655809, 1.082732], [4.123240, 2.373110, 0.800311], [1.370648, 3.019045, 1.376958], [2.116503, 0.809041, -0.091110], [3.122510, 1.241679, 3.378186], [3.095347, -0.243307, 2.382117], [1.574287, 0.474090, 2.932109], [4.433169, 2.995822, 1.640219], [4.089913, 2.978062, -0.105773], [4.846335, 1.570710, 0.655792], [1.669334, 3.578127, 2.265124], [0.361193, 2.623083, 1.507679], [1.362708, 3.686570, 0.513953], [3.466487, -0.104037, -4.756283], [2.727064, -0.682455, -3.806438], [3.244070, -1.898578, -3.580866], [2.900708, 0.047534, -2.666768], [1.206726, -0.716098, -4.129949], [0.848152, -0.555508, -5.277834], [0.507661, -0.884558, -3.083064], [0.526544, 2.330345, -2.923605], [-0.031123, 1.882647, -2.000247], [1.472962, -2.038717, -0.444262], [1.984487, -3.212811, 0.221132], [1.375674, -3.764301, 1.361603], [1.896643, -4.888427, 1.983546], [3.043782, -5.501933, 1.494876], [3.658971, -4.974499, 0.362490], [3.138846, -3.857200, -0.266541], [0.477259, -3.300358, 1.753389], [1.399461, -5.288552, 2.860424], [3.447539, -6.379237, 1.985397], [4.550641, -5.444471, -0.037464], [3.618149, -3.460315, -1.153184], [-0.573525, 1.323890, -1.068121], [-1.517830, 1.853667, -0.097664], [-2.259000, 3.012248, -0.548307], [-2.616659, 4.073952, 0.313860], [-3.300764, 5.186354, -0.140507], [-3.650401, 5.317187, -1.479294], [-3.279647, 4.305604, -2.353673], [-2.600669, 3.186005, -1.905911], [-1.631544, 1.161757, 1.126148], [-2.667896, 1.454865, 2.073153], [-2.784312, 0.806254, 3.280508], [-1.903916, -0.204164, 3.670119], [-0.932602, -0.565972, 2.750423], [-0.797612, 0.082665, 1.531649], [-2.304854, 4.043002, 1.347572], [-3.542665, 5.975602, 0.562805], [-4.183478, 6.190902, -1.831378], [-3.528749, 4.378524, -3.405985], [-2.364059, 2.411457, -2.625539], [-3.428498, 2.173372, 1.813608], [-3.606640, 1.085392, 3.931375], [-2.002159, -0.710048, 4.620946], [-0.257741, -1.392088, 2.952419], [-0.053584, -0.414308, 0.910794]],
  "forces_ev_per_angstrom": [[0.760, -0.896, 0.079], [0.011, -0.034, -0.023], [-0.020, 0.036, -0.008], [-0.082, 0.034, -0.037], [0.004, 0.005, 0.075], [0.032, -0.029, 0.008], [0.006, -0.021, 0.045], [-0.002, 0.003, -0.002], [-0.021, -0.005, 0.001], [-0.007, -0.006, -0.001], [0.018, 0.017, 0.004], [0.008, 0.023, 0.008], [0.006, 0.004, -0.004], [0.022, 0.016, 0.008], [0.013, -0.058, 0.129], [0.018, 0.013, 0.030], [0.002, 0.008, -0.019], [-0.172, 0.135, -0.343], [-0.008, 0.010, -0.003], [0.018, 0.010, -0.030], [-0.011, 0.008, -0.020], [-0.018, -0.004, 0.005], [-0.023, -0.011, -0.007], [-0.016, -0.021, 0.004], [0.011, -0.011, 0.009], [0.011, -0.020, 0.001], [0.034, -0.018, -0.016], [-0.045, -0.006, 0.069], [-0.021, 0.105, -0.069], [-0.056, 0.042, -0.017], [0.164, -0.050, 0.068], [-0.088, 0.168, -0.235], [0.110, -0.209, 0.016], [-0.080, 0.246, 0.412], [0.000, 0.018, -0.030], [-0.086, 0.159, -0.080], [-0.201, 0.207, 0.123], [-0.076, 0.182, -0.221], [-0.020, -0.091, 0.077], [-0.004, 0.032, -0.021], [0.025, -0.046, 0.020], [-0.045, -0.003, 0.036], [0.044, -0.056, 0.065], [0.025, 0.030, -0.043], [0.011, -0.014, 0.005], [0.009, 0.001, -0.010], [0.002, -0.012, 0.008], [-0.030, 0.032, -0.004], [-0.258, 0.071, 0.108], [0.146, -0.162, -0.054], [-0.044, 0.189, 0.078], [0.027, -0.106, -0.070], [-0.009, 0.016, 0.024], [-0.001, 0.016, 0.015], [-0.004, 0.023, -0.049], [-0.036, -0.050, 0.022], [-0.175, -0.019, 0.032], [0.096, 0.004, -0.098], [-0.071, 0.069, 0.044], [0.066, -0.061, -0.032], [-0.050, 0.036, -0.007], [0.044, -0.174, 0.020], [-0.027, -0.090, 0.106], [-0.008, 0.005, -0.010], [0.002, -0.004, -0.006], [-0.005, 0.011, 0.003], [0.016, -0.034, 0.022], [-0.024, 0.145, -0.062], [0.006, -0.011, 0.009], [-0.006, 0.002, 0.003], [-0.022, 0.003, 0.045], [0.107, 0.192, -0.204]],
  "total_charge": -1,
  "largest_force_ev_per_a": 1.2,
  "energy_ha": -3083.6272,
  "relative_energy_ev": 1.863
}

***

Entry 2:
{
  "formula": "C32H30IrN10PS2SbSe4",
  "method": "wB97M-V/def2-TZVPD",
  "symbols": ["Ir", "N", "C", "N", "C", "N", "C", "C", "N", "C", "C", "N", "H", "H", "H", "H", "H", "S", "C", "C", "C", "C", "C", "C", "N", "C", "C", "C", "C", "C", "C", "C", "C", "N", "C", "C", "C", "C", "C", "S", "C", "H", "H", "H", "H", "H", "H", "H", "H", "H", "H", "H", "H", "C", "N", "C", "N", "C", "N", "C", "P", "C", "C", "H", "H", "H", "H", "H", "H", "H", "H", "H", "H", "H", "H", "H", "Se", "Sb", "Se", "Se", "Se"],
  "xyz": [[-1.316528, -1.033423, 1.269105], [-2.719328, 1.336772, 4.545203], [-3.111426, 0.735185, 3.418196], [-2.110776, 0.007599, 2.979460], [-1.122047, 0.210819, 3.896264], [-1.449820, 1.010112, 4.865789], [0.162965, -0.515275, 3.720435], [1.121808, -0.607292, 4.702245], [2.199157, -1.395878, 4.560495], [2.255908, -2.099326, 3.447779], [1.299862, -1.996885, 2.437036], [0.273277, -1.174966, 2.569567], [-3.246715, 1.944700, 5.148644], [-4.085461, 0.849089, 2.959004], [1.000820, -0.056208, 5.631185], [3.081836, -2.797642, 3.343588], [1.340571, -2.598309, 1.532884], [2.351777, 3.599317, 1.500648], [3.173988, 5.075535, 1.282599], [2.564358, 5.849291, 0.349513], [1.401347, 5.218287, -0.200364], [1.154493, 3.992495, 0.330367], [0.020539, 3.057333, 0.026134], [-0.072316, 1.804777, 0.676803], [-1.060525, 0.960533, 0.478606], [-2.023155, 1.275435, -0.406268], [-2.012268, 2.462798, -1.117357], [-3.062799, 2.699796, -2.080673], [-4.029987, 1.785398, -2.284160], [-4.056249, 0.536282, -1.549366], [-5.020139, -0.476558, -1.770846], [-4.975160, -1.628875, -1.049095], [-3.938102, -1.757068, -0.082295], [-3.009965, -0.850276, 0.097762], [-3.069471, 0.299583, -0.621750], [-5.921510, -2.748900, -1.262395], [-7.083929, -2.739545, -1.980794], [-7.722501, -4.007932, -2.011387], [-7.019547, -4.948675, -1.316710], [-5.607724, -4.310901, -0.626005], [-0.955972, 3.368137, -0.868311], [4.053413, 5.293140, 1.879705], [2.916393, 6.832334, 0.059589], [0.781662, 5.680290, -0.963460], [0.697866, 1.479311, 1.366140], [-3.042855, 3.624338, -2.650352], [-4.808570, 1.961369, -3.020492], [-5.778519, -0.330251, -2.535734], [-3.881227, -2.622067, 0.568281], [-7.489217, -1.853371, -2.461251], [-8.656602, -4.208556, -2.524458], [-7.257327, -5.996220, -1.173586], [-0.932463, 4.312580, -1.405799], [5.302335, 1.144287, -2.108832], [4.085257, 0.396588, -2.680580], [4.480852, -1.077278, -2.898699], [4.983173, -1.638029, -1.695035], [6.144610, -0.892614, -1.214630], [5.798409, 0.502172, -0.943059], [4.873719, 0.626818, 0.209352], [3.208634, -0.212505, -0.043390], [2.897933, 0.489044, -1.740154], [3.936236, -1.818058, -0.662409], [4.974233, 2.155429, -1.883920], [6.055905, 1.159957, -2.892533], [3.838590, 0.809002, -3.576527], [5.236778, -1.082530, -3.680203], [3.589734, -1.602078, -3.234120], [6.930218, -0.923291, -1.970065], [6.515147, -1.354648, -0.303373], [4.719758, 1.682062, 0.426854], [5.345727, 0.180566, 1.085880], [2.598364, 1.534137, -1.661013], [2.068068, -0.078275, -2.158639], [3.134829, -2.434187, -1.060279], [4.368336, -2.355307, 0.183890], [0.490647, -3.725372, -0.753180], [-1.887557, -4.376230, -0.207301], [-0.013153, -1.627879, -0.773560], [-1.983204, -6.725162, 0.442690], [-1.895421, -3.264856, 2.112713]],
  "forces_ev_per_angstrom": [[-0.159, 0.959, 0.273], [-0.037, 0.070, 0.130], [-0.222, 0.050, -0.054], [0.246, -0.475, -0.154], [0.959, -0.660, -0.341], [-0.325, 0.285, 0.197], [-0.898, 0.763, 0.682], [0.507, -0.202, 0.280], [-0.491, 0.493, 0.293], [0.041, -0.191, -0.279], [0.382, -0.412, -0.259], [-0.218, -0.121, -0.605], [-0.042, 0.034, 0.029], [0.172, -0.055, 0.125], [0.088, -0.086, -0.128], [-0.087, 0.083, -0.046], [0.007, 0.032, 0.077], [0.017, -0.365, 0.254], [0.209, 0.069, 0.140], [-0.294, 0.008, -0.289], [0.215, 0.583, -0.205], [-0.640, -0.790, -0.110], [1.123, 0.119, 0.800], [0.162, 0.166, 0.026], [0.518, -0.136, 0.074], [-0.708, -0.685, -0.154], [0.020, 0.680, -0.398], [0.312, 0.200, 0.108], [-0.198, -0.384, 0.048], [-0.638, 0.258, -0.650], [0.040, 0.780, -0.416], [-0.170, -0.904, 0.387], [-0.451, -0.320, -0.159], [0.228, 0.203, 0.019], [0.863, 0.345, 0.305], [0.477, 0.497, 0.187], [-0.369, 0.037, -0.182], [-0.013, 0.184, -0.084], [-0.141, -0.184, 0.029], [0.193, -0.137, 0.109], [-0.846, 0.121, -0.707], [-0.189, -0.018, -0.177], [-0.070, -0.129, 0.036], [0.110, -0.046, 0.160], [0.008, -0.018, 0.051], [-0.029, -0.097, 0.089], [0.083, -0.015, 0.088], [0.120, 0.006, 0.094], [-0.036, 0.098, 0.016], [0.062, -0.167, 0.065], [0.161, 0.032, 0.080], [0.030, 0.204, -0.036], [-0.054, -0.127, 0.047], [-0.022, -0.227, 0.231], [-0.195, -0.089, 0.432], [0.009, -0.034, 0.350], [-0.155, -0.166, 0.084], [-0.406, 0.134, -0.073], [-0.076, 0.131, 0.316], [-0.060, -0.230, -0.431], [0.481, 0.088, 0.043], [0.110, -0.015, -0.017], [0.261, 0.265, -0.083], [-0.049, 0.104, -0.022], [0.033, -0.053, -0.121], [-0.073, 0.039, -0.108], [0.097, 0.058, -0.059], [-0.087, 0.007, -0.033], [0.008, -0.015, -0.048], [0.018, -0.005, 0.032], [-0.012, 0.117, 0.021], [0.048, 0.024, -0.006], [0.071, 0.087, -0.065], [-0.044, -0.014, -0.168], [-0.145, -0.162, -0.058], [0.009, -0.018, -0.046], [2.153, -3.255, -0.072], [-1.322, -1.583, 0.052], [-1.026, 3.428, 0.087], [0.142, 0.706, -0.277], [0.206, 0.038, 0.175]],
  "total_charge": 1,
  "largest_force_ev_per_a": 3.9,
  "energy_ha": -12872.9356,
  "relative_energy_ev": 0.000
}

***

Kohn-Sham gap for every record listed, in sequence, given in eV: 5.4460, 4.3437.